Entry 1:
Here is a structure of composition C41H49BF2N6OsS at a distorted geometry from the OMol25 dataset. Energies are from wB97M-V/def2-TZVPD.

- LUMO: -1.2 eV
- Maximum force: 1.02 eV Å⁻¹
- Orbital gap: 5.52 eV
- HOMO level: -6.75 eV
- Energy above the lowest of the compared OMol25 structures with the same formula, charge and spin: 0.0 kcal/mol

Geometry as ORCA input:
```
! RIJCOSX wB97M-V def2-TZVPD def2/J DEFGRID3
* xyz 0 1
H -0.968 1.174 6.489
H -5.184 0.853 2.710
H -6.338 -0.151 -0.671
H 1.378 -2.958 -5.582
C 0.003 -5.038 -2.653
H 5.869 -2.227 -0.934
C -2.902 -0.471 -0.732
H -2.557 -1.222 5.413
H -2.214 -6.493 -2.509
H -3.012 -5.276 -1.488
H 1.233 1.251 6.399
C 5.390 0.302 1.655
C -2.534 -0.763 -2.016
C 2.303 -0.598 6.092
H -1.213 -1.313 6.544
C 4.137 -0.087 -0.567
H 0.807 -0.561 -6.036
H 5.055 -1.459 2.882
H -2.683 -0.618 -4.906
C 2.106 -2.160 -5.417
H 4.736 -2.188 -2.276
H 2.146 -0.040 -5.048
H 2.742 -2.096 -6.300
H -5.852 -2.087 2.140
N -0.705 -4.282 -0.527
N -0.013 0.079 2.331
C 1.107 -4.218 -2.517
H 6.118 -1.738 1.509
B 0.246 1.723 -0.130
H 1.506 -1.252 6.445
H 2.998 -0.452 -2.987
F 1.376 2.319 -0.501
H -4.741 -1.543 3.389
C 2.822 0.114 1.243
H 3.200 0.483 3.290
Os -0.085 -0.370 0.317
H 6.722 -0.865 2.923
C 1.728 0.726 5.580
C 0.509 -0.828 -3.954
C -5.465 -0.632 -1.116
H -2.966 -2.905 -5.829
C 5.278 -0.222 -1.524
C 2.255 -0.438 -2.199
C 0.375 -3.498 -0.517
C -1.054 0.230 3.154
C -2.393 0.182 2.736
S 0.516 -2.518 0.957
H -5.322 -0.162 -2.092
H -1.343 -0.986 -5.965
H -6.459 -1.138 3.502
H -6.275 0.293 1.466
C 5.602 -1.685 -1.842
H 6.435 -1.761 -2.544
H 2.542 1.376 5.251
C -2.230 -2.725 -5.043
N -0.135 -0.662 -1.742
H -2.666 -3.025 -4.088
H 5.179 1.027 2.445
C -5.373 0.027 2.020
H 1.865 -4.176 -3.293
H 2.832 -1.126 5.297
C -1.502 0.660 5.688
C -1.801 -1.256 -5.011
N -2.037 -0.247 0.340
C -5.623 -1.260 2.813
C 0.960 -0.637 -2.589
N 1.317 -3.451 -1.450
H 3.000 -0.431 6.914
C 0.758 0.527 4.460
H 6.161 0.266 -1.106
F -0.789 2.562 -0.035
H -5.926 -2.607 -0.340
H -2.109 -6.582 -0.738
C 1.134 0.276 3.078
C -0.841 -0.980 -3.901
H 5.050 0.311 -2.451
H -3.333 -0.909 -2.731
H 2.731 -2.440 -4.567
C -2.836 -0.023 1.459
N 1.991 -0.113 0.205
C -1.220 -0.832 -2.506
H -4.882 -2.626 -1.756
C -2.129 -5.908 -1.594
C -0.898 -5.054 -1.595
C 4.183 0.132 0.787
C 2.751 -0.230 -0.905
H -2.342 1.308 5.422
H -6.609 -2.289 -1.939
H -3.148 0.332 3.496
H -1.369 -3.373 -5.224
C -4.226 -0.103 1.069
C -2.034 -0.680 6.203
C 1.397 -0.830 -5.158
C -4.266 -0.380 -0.259
H 6.202 0.731 1.064
H -0.141 -5.650 -3.533
C 2.408 0.293 2.575
C -5.739 -2.127 -1.301
C -0.598 0.500 4.508
H -2.725 -0.537 7.034
C 5.852 -1.016 2.282
*
```



Entry 2:
Here is a structure of composition C41H49CaCl2FN4O6SSi from the OMol25 dataset. Energies are from wB97M-V/def2-TZVPD.

- LUMO: 3.7 eV
- Maximum force: 0.38 eV Å⁻¹
- Orbital gap: 3.68 eV
- HOMO level: -0.02 eV
- Energy above the lowest of the compared OMol25 structures with the same formula, charge and spin: 28.5 kcal/mol

Geometry as ORCA input:
```
! RIJCOSX wB97M-V def2-TZVPD def2/J DEFGRID3
* xyz -2 1
H 5.295 -5.416 1.816
H 0.922 -2.351 5.837
H 4.700 -2.058 0.347
C 2.548 0.762 -5.516
H -0.402 -7.955 1.967
Cl 3.985 0.302 1.885
C 3.465 -4.479 0.025
S 0.231 -2.194 3.126
C 2.384 -1.200 -2.274
C -1.865 2.524 -2.032
H 4.311 -2.195 4.257
C 2.844 -3.250 5.455
C -2.713 2.446 0.297
H -1.138 -1.869 -5.768
Ca 1.541 -1.077 0.798
H -3.306 2.179 2.318
H 3.601 2.605 -5.794
C 3.346 1.807 -5.106
H 0.340 -0.196 -7.963
H -2.066 3.588 -2.076
C 3.540 1.963 1.450
C 3.877 -4.088 6.205
O 1.264 -5.116 2.331
H -1.842 -5.948 1.383
O 2.928 -1.154 -1.169
C 1.436 -2.191 -2.697
C 1.043 -2.215 -3.992
N -1.811 -1.659 0.370
C -2.092 -0.317 0.371
H 2.668 5.542 0.466
C 4.454 -4.899 2.286
H -1.522 -2.055 1.257
H -0.064 0.449 -6.369
O 0.291 -4.218 -2.305
C 3.808 1.868 -3.797
H 4.716 -4.329 5.550
C 2.005 0.710 -6.919
H 3.680 -5.629 2.523
H 5.900 -3.343 0.584
C 3.488 -1.966 4.937
C 4.449 2.952 1.711
H 0.878 -7.259 0.951
H 4.876 5.077 1.567
C 0.465 -7.289 1.961
C 0.067 -5.881 2.393
H 3.202 -3.712 -0.702
C -2.921 1.703 1.423
H 4.798 -4.447 3.217
H 2.728 0.233 -7.590
C -2.162 1.822 -0.846
H -2.780 -0.233 2.379
H 2.016 -2.345 7.242
O 2.849 -3.079 1.905
Cl 0.528 3.979 -0.290
H 0.381 -3.017 -4.279
H -1.358 -6.535 3.885
C 3.938 -3.832 1.322
F 4.578 2.922 -3.453
C -0.370 -2.273 -6.431
H 0.290 -6.271 4.505
H 2.764 -1.355 4.398
H -0.529 -5.208 0.425
H -0.226 -3.324 -6.187
H -1.016 2.391 -3.991
C 3.497 0.911 -2.875
H 4.256 -3.546 7.075
C 0.789 -3.218 -1.769
H 4.269 -5.096 -0.387
C 2.035 3.527 0.504
C -2.623 0.329 1.466
C -1.290 1.870 -3.082
H -2.908 3.512 0.277
C 0.706 -0.077 -6.942
H 3.881 -1.380 5.772
H -1.237 -1.985 -0.398
H 2.587 -5.097 0.203
H -1.263 -4.311 1.753
C 2.706 -0.170 -3.280
H -0.734 -2.219 -7.458
N -1.266 -0.193 -1.865
H 1.224 -7.687 2.638
O 2.384 -4.074 4.388
C 4.169 4.281 1.372
H 5.391 2.690 2.182
C -1.000 0.498 -2.941
H -0.510 -0.035 -3.752
C -0.473 -5.896 3.821
H 1.853 1.726 -7.289
C 2.934 4.531 0.757
Si 1.664 -3.643 2.950
N 1.410 1.128 0.571
N 1.380 -1.306 -4.943
C 5.046 -2.829 1.035
H 1.216 -3.851 6.735
H -0.748 -4.885 4.128
C 1.673 -2.924 6.380
H 3.423 -5.023 6.539
C -0.958 -5.304 1.424
C -1.841 0.447 -0.816
C 0.911 -1.457 -6.332
H 1.700 -1.966 -6.903
C 2.213 -0.243 -4.589
O 0.742 -2.895 -0.548
H 5.375 -2.346 1.957
H 3.812 0.973 -1.841
C 2.210 2.090 0.809
*
```



Entry 3:
Here is a structure of composition C41H49CeFNO4 at a distorted geometry from the OMol25 dataset. Energies are from wB97M-V/def2-TZVPD.

- LUMO (alpha / beta): -0.8 / -1.9 eV
- Maximum force: 4.38 eV Å⁻¹
- Orbital gap (alpha / beta): 6.61 / 5.80 eV
- HOMO level (alpha / beta): -7.37 / -7.71 eV

Geometry as ORCA input:
```
! RIJCOSX wB97M-V def2-TZVPD def2/J DEFGRID3
* xyz 0 2
C -0.039 -0.563 -1.403
C -2.436 -3.773 -2.924
C -0.900 6.215 -0.768
C -1.950 -2.847 -5.232
C 4.323 1.224 2.549
H 7.266 0.431 4.867
C -1.308 -3.283 -3.815
O 1.940 1.857 2.327
H -4.810 -4.234 3.136
C -2.238 -1.943 2.291
C 4.143 1.220 3.924
C 5.586 1.071 2.020
H 3.634 -0.906 -3.124
C -1.394 2.423 4.178
C -0.538 -2.095 -3.169
C 0.785 0.158 -2.252
C -2.821 -3.367 2.477
H -0.779 -5.291 -4.320
C 0.500 -1.503 -3.950
H 3.044 -1.480 -5.446
O 1.289 1.286 -1.834
C 2.046 1.770 -4.659
H -2.919 -4.545 -3.463
C -1.321 0.596 1.736
Ce 0.867 2.057 0.232
H -1.286 -2.622 -6.084
H -1.532 3.038 5.048
H -1.865 6.710 -0.543
C 6.473 0.689 4.160
H 0.240 -4.649 -3.098
H -1.585 -2.028 -1.295
C 2.680 -0.487 -5.623
C 6.680 0.820 2.833
H -0.999 3.143 3.408
H -3.294 -3.998 0.458
H -2.247 -5.026 3.759
C 0.053 6.828 -1.551
H -4.920 -2.624 2.371
H 3.457 0.042 -6.092
H 1.721 2.392 -3.818
C 1.344 6.330 -1.759
H -2.957 -1.144 4.144
C 5.229 0.944 4.715
H 7.671 0.536 2.440
H 4.495 0.544 -3.896
H -1.178 4.436 0.482
C -4.263 -3.280 3.032
H -4.354 -2.895 4.032
H 5.645 1.062 0.910
N -0.145 -0.059 -0.154
H -4.455 1.679 2.623
O 3.087 1.479 0.526
H -1.785 -4.641 0.947
H -1.051 -2.602 0.622
O -0.911 1.827 1.409
H -4.173 0.649 4.764
C 0.666 4.337 -0.594
C 3.044 1.570 1.790
C -2.109 0.364 2.886
C -3.254 1.092 5.063
C -2.518 -0.909 3.239
H -2.114 -3.472 4.532
H -2.594 -3.655 -5.542
H -2.726 0.335 5.629
C -1.422 -1.790 1.200
H 0.396 -4.064 -4.888
H 0.684 -1.933 -4.933
H 2.021 6.949 -2.362
C -3.650 2.333 2.937
C -0.968 -0.488 0.868
H -4.030 3.212 3.576
C -2.570 1.542 3.770
H 2.949 2.265 -4.940
H -3.399 1.979 5.717
C 1.578 5.019 -1.387
H -0.905 -3.972 3.232
H -2.582 -2.016 -5.011
H 1.236 1.821 -5.413
H 1.821 -0.595 -6.276
H -0.533 1.763 4.305
H 5.049 0.890 5.793
H 3.199 1.546 4.365
C -2.739 -4.339 1.322
H -3.084 -2.992 -2.680
F -0.140 8.079 -2.007
H -3.272 2.760 2.010
C 2.353 0.270 -4.294
C -0.244 -4.405 -4.065
C -0.490 4.964 -0.217
H -2.125 -4.246 -1.975
C -1.945 -4.015 3.580
H -3.264 -5.190 1.703
C 1.168 -0.336 -3.544
H 2.450 4.453 -1.704
C -0.801 -1.660 -1.908
H 3.516 0.800 -2.511
C 3.604 0.161 -3.413
*
```



Entry 4:
Here is a structure of composition C41H50N4O3PtSi3 from the OMol25 dataset. Energies are from wB97M-V/def2-TZVPD.

- LUMO: 0.0 eV
- Maximum force: 0.94 eV Å⁻¹
- Orbital gap: 7.52 eV
- HOMO level: -7.51 eV
- Energy above the lowest of the compared OMol25 structures with the same formula, charge and spin: 0.0 kcal/mol

Geometry as ORCA input:
```
! RIJCOSX wB97M-V def2-TZVPD def2/J DEFGRID3
* xyz 0 1
H -1.705 -0.304 0.138
H 1.395 3.634 -3.831
C 1.746 -2.864 4.025
H -3.678 0.080 1.580
H -0.384 3.631 -0.698
C -0.480 4.134 0.255
H -0.445 -4.946 -3.323
H -2.029 0.494 -2.349
C -1.430 -2.386 -2.899
C -2.580 -0.940 0.058
N -0.019 0.868 -2.560
C 1.499 -4.250 1.638
C 0.302 -4.195 -3.058
H -0.827 5.880 3.679
Si 2.674 0.972 -2.868
H 3.644 4.144 -1.152
C -0.990 6.092 1.550
C -0.867 5.462 0.319
C -1.216 -2.524 -5.765
O 0.512 1.583 0.148
H 4.892 1.754 -3.655
H 1.248 -4.483 -3.520
H -0.251 -5.898 -0.507
C -0.128 -2.801 -3.543
H 1.790 -2.319 4.960
C 0.931 1.719 -2.975
H 4.192 -1.056 1.690
H -3.646 -3.670 -1.633
C -1.700 2.434 -3.223
H -5.647 -1.420 1.417
N -1.407 -2.191 -1.629
C -4.789 -1.574 0.776
H 4.326 -2.670 -2.231
H -0.143 3.499 3.562
H -3.513 -1.829 -3.310
N 0.615 -0.002 2.106
C 3.917 2.228 -3.519
C 2.121 -4.188 3.971
H 3.448 -1.041 -4.233
C 0.608 2.961 -3.514
H 2.039 3.423 -0.991
H -1.185 -2.549 -6.846
H 0.624 -2.093 -3.167
C 2.637 -0.310 -4.241
H 4.321 0.881 2.141
C 0.858 -0.815 3.061
H 0.444 -4.177 -1.981
H 2.726 0.264 -5.168
C -0.146 -5.150 0.277
C 3.004 0.458 -1.117
C 1.300 -2.188 2.881
C 1.260 -2.860 1.628
C -1.293 1.214 -2.695
C -0.216 3.429 1.425
H 5.239 -1.973 0.587
H -0.627 -5.512 1.189
C 1.960 -4.883 2.773
H 2.612 -2.645 -2.641
H 4.058 3.116 -2.908
H 3.776 -2.704 1.223
Si 3.243 -1.222 -0.641
C 5.620 1.877 -0.502
H 2.168 -5.944 2.705
C -4.770 -2.629 -0.126
Pt 1.094 -0.337 0.168
C -0.731 5.389 2.719
O 1.263 -4.985 0.502
H 6.074 2.801 -0.135
H -2.753 2.667 -3.302
C 0.203 2.012 1.339
C -0.725 3.329 -3.634
H -1.289 7.131 1.599
H 4.124 2.622 2.159
O 0.942 -2.315 0.468
H -0.602 -4.208 -0.038
C 3.011 3.531 -0.510
C -3.686 -0.734 0.866
H 6.110 1.044 0.010
C 3.705 1.693 1.758
N 0.185 1.275 2.405
H 3.173 -3.583 -1.247
C -2.573 -1.971 -0.883
C -0.128 -2.777 -5.040
C -0.347 4.059 2.660
H -1.073 6.007 -0.593
H 0.813 -3.013 -5.525
H 5.842 1.792 -1.565
C 4.202 -1.765 0.867
H -5.613 -3.305 -0.186
H 3.580 2.550 -4.508
H 0.727 -0.427 4.068
H 2.699 1.595 2.162
H 2.853 4.089 0.416
H -3.323 -1.928 -5.720
H -0.998 4.293 -4.045
C -3.673 -2.830 -0.949
Si 3.780 1.854 -0.114
H 1.682 -0.822 -4.286
C 3.313 -2.661 -1.815
H 2.485 -4.698 4.851
C -2.584 -2.137 -3.769
C -2.470 -2.183 -5.103
*
```